(1)
{
  "formula": "C23H28N4O4S",
  "method": "ωB97M-V/def2-TZVPD",
  "symbols": ["C", "C", "C", "C", "N", "O", "C", "N", "C", "C", "C", "C", "O", "C", "C", "C", "C", "C", "C", "C", "C", "S", "C", "O", "O", "C", "C", "N", "C", "C", "C", "N", "H", "H", "H", "H", "H", "H", "H", "H", "H", "H", "H", "H", "H", "H", "H", "H", "H", "H", "H", "H", "H", "H", "H", "H", "H", "H", "H", "H"],
  "positions_angstrom": [[-1.49581, -1.24104, -1.85007], [-0.51607, -0.23129, -2.43892], [-1.02007, 0.29977, -3.78431], [-0.33950, 0.91935, -1.51058], [0.78089, 1.56484, -1.37833], [0.51132, 2.57675, -0.47895], [-0.78340, 2.43747, -0.15023], [-1.38816, 3.32204, 0.66307], [-2.58782, 2.85088, 1.32721], [-2.19158, 1.97536, 2.51612], [-1.29083, 2.75385, 3.48483], [-0.80332, 1.87685, 4.66444], [0.46335, 1.28211, 4.46110], [0.62396, 0.34165, 3.48880], [-0.31274, -0.61859, 3.11580], [-0.02110, -1.46442, 2.06039], [1.19430, -1.33055, 1.38814], [1.51530, -2.07767, 0.16551], [0.92097, -3.30313, -0.13767], [1.18802, -3.92542, -1.34341], [2.05720, -3.32997, -2.23571], [2.30166, -4.06951, -3.84793], [1.15117, -3.11521, -4.88706], [1.84895, -5.43456, -3.81768], [3.63934, -3.80739, -4.30285], [2.69043, -2.13803, -1.93763], [2.42024, -1.51255, -0.73619], [2.11441, -0.45883, 1.80172], [1.85292, 0.32819, 2.81506], [-0.10218, 3.37578, 2.73939], [-0.56679, 4.16138, 1.51275], [-1.35265, 1.42611, -0.75441], [-2.45358, -0.76007, -1.67012], [-1.63741, -2.07335, -2.53555], [-1.11881, -1.62806, -0.90729], [0.46542, -0.69338, -2.57921], [-1.14716, -0.52089, -4.48661], [-0.31021, 1.01066, -4.19988], [-1.97753, 0.79890, -3.65296], [-3.17310, 2.28008, 0.60658], [-3.15620, 3.72529, 1.65325], [-3.08612, 1.62857, 3.03636], [-1.66287, 1.10806, 2.11892], [-1.89189, 3.56412, 3.91486], [-1.56528, 1.12771, 4.91183], [-0.64313, 2.50448, 5.54463], [-1.25881, -0.70420, 3.63029], [-0.75238, -2.19324, 1.74777], [0.25782, -3.77836, 0.56918], [0.74139, -4.87136, -1.60696], [1.44463, -2.07439, -4.84803], [1.22309, -3.49507, -5.89847], [0.15322, -3.26051, -4.49479], [3.38613, -1.72073, -2.64856], [2.88069, -0.57160, -0.48249], [2.63616, 1.01192, 3.11365], [0.45679, 4.02680, 3.41255], [0.57244, 2.59149, 2.39369], [0.29070, 4.51278, 0.93784], [-1.17641, 5.02011, 1.80711]],
  "mulliken_charge": [-1.21, 2.37, -1.77, -0.23, -0.64, -0.21, 0.66, 0.10, -1.39, 0.04, 0.20, -0.96, -0.51, 0.52, -1.02, -0.28, 0.02, 1.15, -0.35, -0.77, 0.09, 1.41, -1.02, -0.69, -0.68, -0.82, -0.70, -0.53, -0.11, -0.07, -1.36, -0.36, 0.38, 0.35, 0.11, -0.69, 0.42, 0.43, 0.39, 0.51, 0.43, 0.45, -0.19, 0.47, 0.31, 0.43, 0.34, 0.30, 0.44, 0.51, 0.30, 0.52, 0.25, 0.46, 0.43, 0.45, 0.56, -0.19, 0.54, 0.43],
  "total_charge": 0,
  "homo_lumo_gap_ev": 8.727,
  "multiplicity": 1
}

---

(2)
{
  "formula": "C23H28N4O5",
  "method": "ωB97M-V/def2-TZVPD",
  "symbols": ["C", "O", "C", "C", "C", "C", "N", "C", "C", "C", "C", "C", "C", "N", "C", "O", "N", "C", "C", "C", "O", "N", "C", "C", "C", "C", "C", "O", "C", "O", "C", "C", "H", "H", "H", "H", "H", "H", "H", "H", "H", "H", "H", "H", "H", "H", "H", "H", "H", "H", "H", "H", "H", "H", "H", "H", "H", "H", "H", "H"],
  "positions_angstrom": [[-7.26808, -2.74815, 0.52418], [-7.38487, -1.38015, 0.81967], [-6.30533, -0.57217, 0.58555], [-6.51062, 0.78265, 0.91184], [-5.52737, 1.72554, 0.73564], [-4.30755, 1.30234, 0.22212], [-3.16873, 2.00446, -0.06771], [-2.23699, 1.12802, -0.54736], [-2.74822, -0.14045, -0.59803], [-4.08450, -0.05564, -0.10896], [-5.09672, -1.00140, 0.07495], [-1.95550, -1.32364, -1.05513], [-0.72740, -0.84162, -1.84408], [-0.10444, 0.27904, -1.18309], [0.93584, 0.17660, -0.33034], [1.72153, -0.73401, -0.21789], [0.96183, 1.35258, 0.43751], [2.08686, 1.68307, 1.29051], [2.11389, 0.78465, 2.52122], [3.32573, 1.63839, 0.36902], [3.26487, 2.12376, -0.74304], [4.43472, 1.09631, 0.89104], [5.64358, 0.90109, 0.12823], [5.90249, -0.59568, -0.10636], [4.89311, -1.24951, -1.05591], [4.76383, -2.65640, -0.48079], [4.88486, -2.36523, 1.01122], [5.81171, -1.29665, 1.13301], [-0.07351, 2.18218, 0.14961], [-0.32993, 3.23584, 0.67682], [-0.85636, 1.50085, -0.97327], [-0.84038, 2.40677, -2.21149], [-7.07146, -2.91526, -0.54041], [-6.47840, -3.22269, 1.11669], [-8.22812, -3.19074, 0.78559], [-7.47526, 1.05556, 1.30841], [-5.69711, 2.76051, 0.99007], [-2.98814, 2.97154, 0.14334], [-4.91305, -2.03229, -0.18141], [-2.56214, -1.97974, -1.68177], [-1.62667, -1.90185, -0.18535], [0.02131, -1.63088, -1.92696], [-1.02715, -0.52274, -2.84612], [1.93599, 2.72958, 1.58643], [1.15368, 0.84991, 3.03019], [2.88582, 1.10485, 3.21638], [2.27760, -0.25091, 2.23096], [4.39571, 0.56956, 1.74933], [6.48237, 1.33164, 0.68366], [5.52926, 1.41721, -0.82627], [6.92882, -0.71268, -0.48537], [5.23549, -1.23287, -2.08753], [3.93062, -0.74230, -0.98858], [3.81643, -3.12608, -0.72937], [5.58706, -3.28978, -0.81447], [5.26460, -3.20540, 1.59676], [3.90764, -2.06131, 1.41123], [-1.42822, 1.96345, -3.01149], [0.18473, 2.54445, -2.54810], [-1.25977, 3.37585, -1.95456]],
  "mulliken_charge": [-0.80, -0.47, 0.70, -0.57, -0.91, -0.99, -0.06, -0.83, 0.23, 0.10, 0.13, -0.45, -1.16, 0.16, 0.51, -0.68, 0.28, 0.36, -1.89, 0.17, -0.69, -0.09, -1.05, 0.06, 0.05, -0.71, -0.08, -0.53, 0.37, -0.72, 1.89, -1.85, 0.31, 0.31, 0.23, 0.44, 0.40, 0.28, 0.50, 0.49, 0.26, 0.46, 0.37, 0.44, 0.41, 0.49, 0.32, 0.29, 0.40, 0.41, 0.35, 0.42, -0.32, 0.37, 0.32, 0.35, -0.05, 0.40, 0.44, 0.38],
  "total_charge": 0,
  "homo_lumo_gap_ev": 8.620,
  "multiplicity": 1
}

---

(3)
{
  "formula": "C23H28N6O4",
  "method": "ωB97M-V/def2-TZVPD",
  "symbols": ["C", "N", "C", "C", "N", "C", "C", "C", "N", "C", "C", "C", "N", "C", "O", "C", "O", "C", "C", "C", "C", "N", "O", "O", "C", "C", "C", "C", "C", "N", "C", "C", "C", "H", "H", "H", "H", "H", "H", "H", "H", "H", "H", "H", "H", "H", "H", "H", "H", "H", "H", "H", "H", "H", "H", "H", "H", "H", "H", "H", "H"],
  "positions_angstrom": [[-6.37025, -2.35120, 2.69129], [-5.85633, -1.44400, 1.69028], [-6.63131, -1.49553, 0.46644], [-6.11150, -0.45395, -0.51729], [-4.72093, -0.72606, -0.82952], [-4.21381, 0.15707, -1.85902], [-2.87480, -0.34942, -2.43102], [-1.68503, 0.24743, -1.77071], [-0.90780, -0.39929, -0.94647], [0.05330, 0.49169, -0.55322], [1.12462, 0.33567, 0.31387], [1.94588, 1.43199, 0.52932], [3.02580, 1.25544, 1.41192], [3.98985, 2.12333, 1.77998], [4.10666, 3.27784, 1.43282], [4.99204, 1.48738, 2.76296], [5.18160, 0.10032, 2.57160], [5.84266, -0.32476, 1.46805], [6.28285, 0.50476, 0.43557], [6.94928, -0.04058, -0.64231], [7.17696, -1.41006, -0.69901], [7.87449, -1.96924, -1.82093], [8.25526, -1.20838, -2.68699], [8.04443, -3.17137, -1.83826], [6.73335, -2.24657, 0.32310], [6.07042, -1.70520, 1.39756], [1.70972, 2.66022, -0.10295], [0.64719, 2.82495, -0.96723], [-0.17698, 1.73435, -1.18814], [-1.29410, 1.54672, -1.96584], [-1.89043, 2.55252, -2.79757], [-3.93978, -0.67648, 0.39431], [-4.46403, -1.71126, 1.38174], [-5.77913, -2.24884, 3.60030], [-7.40301, -2.08688, 2.91522], [-6.33916, -3.40457, 2.36907], [-7.67663, -1.28204, 0.70367], [-6.57380, -2.49278, -0.00616], [-6.69763, -0.50335, -1.43888], [-6.23709, 0.55004, -0.07324], [-4.95426, 0.16772, -2.66383], [-4.10293, 1.19379, -1.48971], [-2.83099, -1.42916, -2.29460], [-2.83449, -0.13581, -3.50165], [1.30334, -0.61145, 0.79880], [3.08529, 0.32650, 1.81206], [5.93732, 2.03789, 2.71005], [4.59003, 1.58512, 3.77619], [6.10391, 1.56743, 0.45933], [7.29790, 0.58444, -1.45005], [6.92035, -3.30699, 0.25472], [5.71831, -2.32469, 2.20665], [2.37323, 3.48394, 0.09717], [0.47293, 3.77603, -1.44625], [-2.41658, 3.29460, -2.19047], [-2.59778, 2.09664, -3.48673], [-1.11271, 3.06115, -3.37040], [-2.89806, -0.89838, 0.16319], [-3.99796, 0.32477, 0.85915], [-3.88427, -1.65538, 2.30592], [-4.33543, -2.71809, 0.94616]],
  "mulliken_charge": [-1.08, -0.12, -0.74, -0.76, 0.03, -0.59, -1.66, 0.77, -0.87, 0.26, -0.85, 1.00, -0.08, 0.59, -0.65, -0.69, -0.54, 0.68, -0.21, -0.67, -0.16, 1.01, -0.62, -0.63, -0.31, -0.67, -0.37, -1.41, 0.45, 0.29, -1.17, -0.25, -0.95, 0.34, 0.34, 0.38, 0.46, 0.35, 0.40, 0.36, 0.43, 0.47, 0.39, 0.47, 0.39, 0.16, 0.42, 0.35, 0.45, 0.46, 0.47, 0.45, 0.57, 0.40, 0.34, 0.39, 0.39, 0.26, 0.27, 0.45, 0.35],
  "total_charge": 0,
  "homo_lumo_gap_ev": 7.881,
  "multiplicity": 1
}

---

(4)
{
  "formula": "C23H29AsBrN4O2ReS",
  "method": "ωB97M-V/def2-TZVPD",
  "symbols": ["Re", "O", "C", "C", "C", "C", "C", "C", "C", "O", "N", "N", "C", "C", "Br", "C", "C", "C", "C", "C", "C", "C", "H", "H", "H", "H", "H", "H", "H", "H", "H", "H", "H", "H", "H", "H", "C", "As", "C", "C", "S", "H", "H", "H", "H", "H", "H", "H", "H", "H", "C", "N", "C", "C", "N", "C", "H", "H", "H", "H", "H", "H"],
  "positions_angstrom": [[-0.06440, -0.68369, -0.73535], [2.88854, 1.64619, 2.93812], [3.23947, 2.39474, 1.83326], [3.95507, 3.57133, 1.93262], [4.20131, 4.22365, 0.76017], [3.88758, 3.75746, -0.49964], [3.16779, 2.57226, -0.62347], [2.74966, 1.94837, 0.57227], [2.04197, 0.57698, 0.64658], [1.39203, 0.37085, -0.69879], [0.92228, 0.67889, 1.51176], [0.11644, -0.40751, 1.28639], [-0.48100, -0.93953, 2.31231], [-1.45910, -1.96916, 2.22391], [-1.81817, -2.44954, 0.35880], [-2.13770, -2.52659, 3.31094], [-3.16193, -3.48279, 3.67171], [-3.68243, -4.38290, 2.69369], [-4.43812, -5.43959, 3.10155], [-4.83238, -5.51889, 4.44041], [-4.39645, -4.54833, 5.39061], [-3.52123, -3.56304, 5.02987], [3.63208, 1.38450, 3.53868], [4.22938, 3.87727, 2.94081], [4.62759, 5.17430, 0.78982], [4.23674, 4.29923, -1.32046], [2.98961, 2.08688, -1.59000], [2.77086, -0.25434, 0.80825], [1.34735, 0.87484, 2.42800], [-0.34890, -0.52229, 3.36412], [-1.74555, -2.08188, 4.15014], [-3.41319, -4.29931, 1.61582], [-4.66444, -6.26765, 2.46676], [-5.46871, -6.35982, 4.77523], [-4.79748, -4.61966, 6.39779], [-3.15111, -2.98236, 5.77122], [-0.49576, 3.54014, -0.16181], [-1.18540, 2.76426, -1.70738], [-2.74747, 3.67751, -2.24871], [-0.00146, 2.71413, -3.24251], [-1.90556, 0.77829, -1.21827], [0.48542, 3.89148, -0.55841], [-0.46585, 2.72859, 0.54158], [-1.14377, 4.32347, 0.20799], [-2.85774, 4.59042, -1.67091], [-3.72158, 3.12541, -2.01740], [-2.74306, 4.03028, -3.27379], [0.28583, 3.69447, -3.38320], [-0.62029, 2.40017, -4.03408], [0.86996, 2.07195, -3.15595], [2.89174, -2.27177, -5.02983], [1.69332, -1.76826, -4.32128], [0.54724, -1.28769, -4.91983], [-0.28879, -0.90683, -3.93139], [0.29548, -1.19566, -2.72531], [1.47054, -1.71467, -2.98111], [2.68052, -3.32435, -5.17602], [3.75455, -2.37017, -4.39574], [3.17968, -1.67761, -5.93347], [0.35017, -1.19003, -5.97567], [-1.36271, -0.66729, -4.00730], [2.22151, -2.09507, -2.27415]],
  "mulliken_charge": [0.49, -0.59, 0.64, -0.64, -0.55, -0.85, -0.49, -0.16, 0.51, -0.18, -0.26, -0.15, 0.06, 0.18, 0.01, -0.44, 1.44, -0.30, -0.83, -0.30, -0.62, -0.64, 0.37, 0.46, 0.48, 0.53, 0.42, 0.11, 0.47, 0.38, 0.36, 0.04, 0.42, 0.38, 0.41, 0.50, -0.61, 0.74, -1.01, -1.16, -0.44, 0.27, 0.06, 0.53, 0.40, 0.33, 0.41, 0.54, 0.49, 0.23, -0.82, 0.09, -0.45, -0.50, -0.07, -0.05, 0.38, 0.34, 0.31, 0.47, 0.45, 0.41],
  "total_charge": 3,
  "homo_lumo_gap_ev": [5.892, 5.903],
  "multiplicity": 4
}